{
  "formula": "C39H63Cl50F2NO4",
  "method": "ωB97M-V with the def2-TZVPD basis set",
  "homo_lumo_gap_ev": 8.1,
  "energy_ev": -682697.8578,
  "e_above_lowest_kj_mol": 0.0,
  "species": ["C", "C", "C", "C", "C", "C", "C", "C", "O", "O", "C", "C", "N", "C", "O", "F", "C", "O", "F", "C", "C", "H", "H", "H", "H", "H", "H", "H", "H", "H", "H", "H", "H", "H", "C", "Cl", "Cl", "H", "H", "C", "Cl", "Cl", "H", "H", "C", "Cl", "Cl", "H", "H", "C", "Cl", "Cl", "H", "H", "C", "Cl", "Cl", "H", "H", "C", "Cl", "Cl", "H", "H", "C", "Cl", "Cl", "H", "H", "C", "Cl", "Cl", "H", "H", "C", "Cl", "Cl", "H", "H", "C", "Cl", "Cl", "H", "H", "C", "Cl", "Cl", "H", "H", "C", "Cl", "Cl", "H", "H", "C", "Cl", "Cl", "H", "H", "C", "Cl", "Cl", "H", "H", "C", "Cl", "Cl", "H", "H", "C", "Cl", "Cl", "H", "H", "C", "Cl", "Cl", "H", "H", "C", "Cl", "Cl", "H", "H", "C", "Cl", "Cl", "H", "H", "C", "Cl", "Cl", "H", "H", "C", "Cl", "Cl", "H", "H", "C", "Cl", "Cl", "H", "H", "C", "Cl", "Cl", "H", "H", "C", "Cl", "Cl", "H", "H", "C", "Cl", "Cl", "H", "H"],
  "xyz": [[8.73097, -3.52063, 1.94342], [7.43679, -3.07800, 1.16436], [7.57888, -1.95236, 0.23524], [6.30620, -1.51612, -0.49651], [5.00986, -2.17918, -0.30303], [3.76483, -1.63352, -1.09902], [2.60891, -1.14572, -0.14237], [2.91568, -0.08484, 0.99517], [3.91952, 0.42853, 1.34569], [1.63954, 0.09971, 1.58088], [0.84919, -1.11315, 1.44770], [1.84159, -2.18405, 0.76184], [0.91145, -3.16594, 0.13852], [1.58971, -4.34360, -0.35799], [1.75775, -5.34580, 0.25033], [2.04113, -4.33200, -1.66477], [-0.09196, -3.65174, 1.06847], [0.07947, -3.99767, 2.18129], [-1.38495, -3.76157, 0.56400], [4.95629, -3.31338, 0.62667], [6.12910, -3.79712, 1.38822], [9.57170, -3.77950, 1.24929], [8.48075, -4.35070, 2.65774], [9.04634, -2.64907, 2.58968], [8.52614, -1.39924, 0.05162], [6.38884, -0.66722, -1.21968], [4.14069, -0.71736, -1.64680], [3.42175, -2.34106, -1.89959], [1.78681, -0.65701, -0.73447], [0.45803, -1.35502, 2.46502], [0.05905, -0.93775, 0.66963], [2.38163, -2.58211, 1.67096], [3.99711, -3.85607, 0.80939], [6.07878, -4.64629, 2.10210], [-0.82655, -6.50112, -1.61419], [-1.53967, -7.57117, -2.82362], [-1.05320, -7.13697, 0.01846], [0.23883, -6.40861, -1.81245], [-1.30171, -5.52813, -1.68295], [7.39742, 1.05433, 2.48681], [6.69765, -0.03698, 1.26852], [7.18915, 0.40314, 4.12035], [8.45943, 1.17626, 2.28748], [6.89830, 2.01637, 2.42733], [-1.18595, 2.12062, 2.60423], [-1.93190, 3.67697, 2.22884], [-2.10367, 0.78063, 1.89405], [-0.17416, 2.11057, 2.20500], [-1.15896, 1.99340, 3.68287], [0.56926, 5.75253, -0.09192], [1.22594, 4.11697, -0.23568], [1.71254, 6.97039, -0.66379], [-0.33747, 5.81809, -0.68828], [0.33937, 5.94739, 0.95268], [-4.96329, -5.25433, -1.71957], [-4.68308, -6.84368, -2.45890], [-3.48255, -4.57696, -1.02996], [-5.33947, -4.56977, -2.48505], [-5.70065, -5.36333, -0.92718], [3.19024, 8.72479, -4.00588], [3.78959, 9.17864, -2.40630], [1.42663, 8.59739, -4.01860], [3.49358, 9.48166, -4.72420], [3.61456, 7.76289, -4.28139], [-2.54991, 4.77563, 6.28515], [-1.92596, 3.12577, 6.17182], [-1.36316, 5.95136, 5.70683], [-3.44821, 4.85434, 5.67862], [-2.78415, 4.99250, 7.32378], [4.04980, 2.84441, 4.53399], [5.68015, 3.36821, 4.09373], [2.88773, 4.17058, 4.40101], [3.74690, 2.04189, 3.86510], [4.06088, 2.48712, 5.56027], [-4.21072, 2.76888, -0.49747], [-4.96998, 4.29523, -0.96188], [-3.41274, 2.00428, -1.87802], [-3.46761, 2.96973, 0.26394], [-4.97037, 2.09642, -0.10806], [-6.65302, -2.08362, -0.87225], [-6.24577, -0.45874, -0.32190], [-5.80501, -2.48630, -2.37305], [-6.36618, -2.79623, -0.10294], [-7.72330, -2.14001, -1.04656], [-9.59780, -3.65525, 1.72002], [-8.64546, -2.21438, 2.10894], [-9.05449, -4.39391, 0.20661], [-9.48895, -4.37778, 2.52397], [-10.64261, -3.37085, 1.61874], [7.40484, -3.05899, 5.47220], [6.07166, -3.71208, 4.53530], [8.89413, -3.93330, 5.11814], [7.53669, -2.01270, 5.20859], [7.18310, -3.14739, 6.53260], [0.29850, 11.55602, -1.44745], [-1.10931, 12.48019, -1.99243], [1.76594, 12.54064, -1.47976], [0.12445, 11.21678, -0.42966], [0.43442, 10.70048, -2.10446], [0.28166, 6.86956, -7.25034], [0.27191, 8.50077, -7.93085], [1.91953, 6.35897, -6.82745], [-0.33239, 6.85823, -6.35346], [-0.12326, 6.17875, -7.98490], [-3.36474, 1.60022, -5.77824], [-3.30886, 3.23104, -6.45919], [-1.75443, 1.04495, -5.30565], [-4.00620, 1.60700, -4.90054], [-3.76627, 0.92048, -6.52490], [11.69819, -6.21562, 4.61803], [11.77028, -4.59291, 3.92041], [13.31314, -6.81992, 5.00806], [11.10513, -6.18089, 5.52836], [11.23448, -6.88678, 3.90004], [0.05380, 9.14730, 4.07986], [0.98330, 10.60261, 4.45351], [0.56666, 8.43346, 2.54564], [0.20330, 8.42037, 4.87376], [-0.99870, 9.40920, 4.01173], [-0.00285, -10.76914, -2.82731], [-1.32873, -11.42737, -3.79575], [1.50688, -11.63739, -3.13448], [0.13388, -9.72294, -3.08277], [-0.25530, -10.86158, -1.77434], [-4.47011, 8.10107, -2.61396], [-2.79622, 7.88795, -2.08355], [-5.57209, 8.21292, -1.23587], [-4.54175, 9.01568, -3.19553], [-4.75736, 7.24976, -3.22581], [15.64096, -3.85018, 3.54077], [16.13567, -2.23206, 4.05399], [16.37987, -4.28580, 1.99488], [15.94989, -4.56924, 4.29456], [14.55909, -3.87041, 3.43253], [-7.00018, -8.05420, -4.76767], [-7.74204, -6.49141, -5.13905], [-7.90778, -9.38514, -5.49314], [-5.98622, -8.06490, -5.15819], [-6.98114, -8.18845, -3.69002], [-5.16735, 12.29803, -2.67618], [-5.84781, 11.24707, -3.92651], [-5.43038, 11.63302, -1.06028], [-4.09832, 12.39994, -2.84510], [-5.64587, 13.27161, -2.73828], [-5.86492, -12.51721, -4.03040], [-5.40348, -11.00963, -3.23206], [-7.51493, -12.98960, -3.60905], [-5.80213, -12.37857, -5.10653], [-5.18270, -13.30326, -3.71796], [-13.05606, -6.15459, 1.95208], [-12.99279, -4.52791, 1.26285], [-11.44854, -6.70920, 2.43374], [-13.70146, -6.14193, 2.82614], [-13.45625, -6.83719, 1.20735], [-8.96805, 7.01117, -0.56401], [-9.64433, 5.94576, -1.80189], [-9.22712, 6.35687, 1.05819], [-7.90028, 7.11485, -0.73519], [-9.45052, 7.98250, -0.63323]],
  "forces_ev_per_angstrom": [[-1.12, 0.61, 0.07], [-0.38, -0.07, -0.89], [-3.90, -2.96, -0.89], [0.36, -2.86, 0.03], [2.29, -0.27, 0.46], [1.08, 0.73, 0.86], [-0.09, -0.94, -0.17], [-1.70, -1.42, -0.92], [-0.78, 0.44, -0.09], [1.18, -0.37, 0.35], [0.58, 0.27, -1.08], [-1.42, 2.04, 2.16], [0.31, -0.96, -1.07], [0.45, -1.09, -0.57], [-0.23, 0.48, -0.14], [-0.85, 1.18, 1.51], [-1.10, -0.75, 0.57], [0.23, 0.60, -0.25], [2.32, 0.61, -0.20], [1.67, 0.02, 0.69], [0.53, 3.22, -2.77], [-0.80, 0.10, 0.65], [0.44, 0.67, -1.06], [-0.13, -0.87, -0.68], [-0.87, -0.78, 0.24], [-0.17, -0.93, 0.70], [-0.49, -0.93, 0.56], [0.07, 0.53, 1.02], [0.80, -0.45, 0.20], [0.27, -0.02, -1.02], [0.28, -0.02, 1.01], [0.06, -0.12, -1.49], [0.94, 0.53, -0.30], [-0.01, 0.80, -0.87], [0.30, 0.08, -0.01], [0.28, -0.01, -0.16], [0.03, 0.06, 0.01], [-0.07, -0.20, 0.04], [-0.07, -0.17, 0.00], [-0.26, 0.46, -0.22], [0.67, 2.71, 2.54], [0.10, -0.06, 0.07], [-0.07, -0.19, 0.06], [0.03, -0.12, 0.14], [0.31, -0.07, 0.09], [0.07, 0.14, 0.13], [0.02, -0.01, 0.02], [-0.14, 0.00, -0.11], [-0.16, 0.06, -0.10], [-0.27, 0.09, 0.10], [-0.03, -0.09, 0.05], [-0.04, 0.03, 0.04], [0.13, -0.06, -0.03], [0.13, -0.07, -0.07], [-0.22, -0.25, -0.42], [-0.26, 0.11, 0.17], [-0.41, 0.04, 0.02], [0.38, -0.83, 0.36], [0.14, -0.06, -0.01], [0.14, -0.05, -0.15], [0.07, 0.03, -0.04], [-0.08, 0.06, -0.05], [-0.11, 0.01, 0.13], [-0.14, 0.03, 0.11], [-0.19, 0.08, 0.01], [-0.07, -0.05, 0.07], [-0.04, 0.05, 0.00], [0.16, -0.04, -0.05], [0.15, -0.05, -0.07], [-0.08, -0.25, -0.01], [-0.20, 0.31, 0.17], [-0.09, -0.06, 0.02], [0.07, 0.15, -0.06], [0.06, 0.16, -0.06], [-0.04, -0.08, 0.06], [-0.07, 0.09, 0.08], [0.07, -0.11, 0.03], [0.02, 0.03, -0.11], [0.01, 0.07, -0.16], [-0.12, -0.10, 0.12], [-0.01, 0.05, 0.08], [-0.36, 1.08, -0.20], [0.07, 0.10, -0.08], [0.13, 0.08, -0.05], [-0.13, 0.05, 0.18], [-0.01, 0.00, 0.02], [-0.10, -0.13, -0.01], [0.09, 0.05, -0.12], [0.25, 0.00, -0.08], [0.01, 0.21, 0.31], [-0.34, 0.06, 0.23], [0.15, 0.10, 0.60], [0.05, -0.16, -0.12], [0.00, -0.12, -0.12], [0.10, -0.27, 0.07], [-0.10, -0.03, 0.00], [-0.01, -0.08, 0.02], [-0.01, 0.15, -0.07], [0.00, 0.15, -0.03], [-0.17, -0.06, 0.06], [-0.08, -0.01, -0.01], [0.02, -0.13, -0.03], [0.15, 0.08, -0.02], [0.14, 0.09, 0.00], [-0.16, -0.12, 0.06], [-0.09, 0.01, -0.01], [-0.05, -0.07, 0.04], [0.14, 0.10, -0.02], [0.14, 0.10, -0.01], [-0.13, -0.12, 0.03], [0.08, -0.04, -0.09], [-0.03, -0.07, 0.02], [0.13, 0.09, -0.04], [0.14, 0.10, -0.01], [-0.15, -0.06, 0.13], [-0.05, -0.01, 0.06], [-0.03, -0.05, -0.04], [0.11, 0.08, -0.10], [0.13, 0.03, -0.08], [0.04, 0.09, 0.11], [-0.07, 0.10, 0.05], [0.05, 0.03, 0.06], [-0.01, -0.15, -0.09], [0.00, -0.10, -0.12], [-0.02, -0.05, -0.21], [0.05, 0.01, -0.07], [0.00, -0.14, -0.04], [0.03, -0.02, 0.18], [0.05, -0.01, 0.18], [-0.16, -0.10, 0.07], [-0.05, 0.00, 0.08], [-0.04, -0.09, 0.00], [0.07, 0.10, -0.09], [0.16, 0.06, -0.05], [0.15, -0.08, 0.11], [0.08, 0.06, 0.07], [0.02, -0.08, -0.02], [-0.14, 0.03, -0.05], [-0.11, 0.02, -0.12], [0.13, 0.22, 0.11], [-0.01, 0.07, -0.11], [0.08, 0.20, -0.04], [-0.09, -0.15, 0.02], [-0.07, -0.16, 0.00], [0.06, -0.09, -0.15], [0.14, 0.04, 0.02], [0.02, -0.07, -0.05], [-0.10, 0.09, 0.11], [-0.09, 0.11, 0.09], [-0.14, -0.12, 0.04], [-0.22, -0.01, -0.05], [-0.03, -0.10, 0.04], [0.14, 0.09, -0.04], [0.15, 0.10, -0.01], [0.09, 0.14, -0.03], [0.03, 0.06, -0.07], [0.04, 0.07, 0.05], [-0.15, -0.16, 0.02], [-0.06, -0.15, 0.03]],
  "lowdin_charge": [-0.121, -0.252, -0.184, -0.209, -0.206, -0.078, -0.111, -0.371, 0.119, -0.038, -0.122, -0.185, 0.098, -0.441, 0.179, 0.100, -0.444, 0.221, 0.022, -0.029, -0.053, 0.080, 0.017, 0.065, 0.107, 0.097, 0.125, 0.114, 0.167, 0.140, 0.123, 0.175, 0.082, 0.061, -1.037, 0.534, 0.548, 0.017, -0.048, -0.924, 0.787, 0.522, 0.035, -0.043, -0.986, 0.545, 0.551, 0.013, -0.015, -1.038, 0.505, 0.487, 0.019, -0.014, -1.020, 0.528, 0.592, -0.079, 0.027, -1.007, 0.498, 0.489, 0.032, 0.021, -1.012, 0.524, 0.508, 0.029, 0.028, -1.001, 0.542, 0.503, 0.017, 0.030, -1.046, 0.509, 0.503, -0.067, -0.012, -1.031, 0.533, 0.589, 0.008, -0.002, -1.034, 0.529, 0.522, 0.008, -0.034, -0.985, 0.582, 0.535, -0.036, 0.030, -1.024, 0.499, 0.499, 0.026, -0.013, -1.032, 0.496, 0.494, 0.019, 0.025, -1.035, 0.492, 0.490, 0.001, 0.026, -1.014, 0.509, 0.516, 0.017, 0.033, -1.039, 0.512, 0.510, -0.003, 0.028, -1.053, 0.485, 0.500, -0.028, 0.029, -1.011, 0.501, 0.510, -0.033, 0.030, -1.046, 0.497, 0.497, 0.020, -0.024, -1.087, 0.498, 0.499, 0.018, -0.014, -1.002, 0.528, 0.499, -0.001, 0.028, -1.026, 0.497, 0.499, 0.026, 0.027, -0.997, 0.539, 0.525, 0.028, 0.030, -1.043, 0.497, 0.494, -0.053, 0.028]
}